Entry 1:
Entry from the Open Molecules 2025 dataset: a cluster of 2 separate species, C4H12NOS in total in a non-equilibrium geometry (the ωB97M-V functional and the def2-TZVPD basis).

```
19
Properties=species:S:1:pos:R:3:forces:R:3:lowdin_charge:R:1
C -1.508 0.944 1.020 0.2 -1.9 -1.0 -0.14
N -0.713 -0.268 0.780 0.1 0.9 -0.9 -0.12
C 0.729 -0.008 0.468 -0.8 -0.8 1.3 -0.51
C 1.123 -0.699 -0.825 0.1 0.5 -1.0 -0.77
S 2.721 -0.145 -1.499 0.4 -0.1 0.2 0.06
C 1.513 -0.619 1.629 1.5 0.0 0.2 -0.13
H -2.500 0.505 1.136 -0.4 0.7 0.7 0.05
H -1.122 1.538 1.842 -0.3 0.4 0.3 0.07
H -1.571 1.518 0.091 0.3 0.2 0.2 0.08
H -0.834 -0.951 1.511 0.1 0.1 0.2 0.08
H 0.880 1.086 0.566 0.1 -0.5 -0.8 0.12
H 1.079 -1.772 -0.587 0.2 0.0 -0.1 0.04
H 0.435 -0.552 -1.680 -0.3 0.1 0.9 0.03
H 1.233 -0.153 2.583 -0.1 -0.3 -0.1 0.06
H 2.602 -0.500 1.514 -0.3 0.5 -0.2 0.05
H 1.486 -1.719 1.677 -0.8 0.2 0.0 0.07
H -5.735 0.236 0.042 -0.3 -0.2 -0.1 0.02
H -4.387 0.859 0.144 0.1 0.1 -0.4 0.01
O -5.139 0.790 -0.463 0.3 0.1 0.4 -0.06
```
Forces are in eV/Å.

Summary:
Total energy in a.u.: -687.78170
Energy relative to the best compared isomer or geometry (same formula, charge and spin) in kJ/mol: 121.70
E_LUMO in Ha: 0.105
Net charge: -1
Gap between HOMO and LUMO in eV: 5.0

=====

Entry 2:
Entry from the Open Molecules 2025 dataset: a cluster of 4 separate species, C4H18N3O4 in total in a non-equilibrium geometry (the ωB97M-V functional and the def2-TZVPD basis).

```
29
Properties=species:S:1:pos:R:3:forces:R:3:lowdin_charge:R:1
C -0.748 -1.903 -0.955 2.7 2.3 -0.4 -0.13
N -0.111 -1.477 -2.375 -0.2 -1.8 0.4 -0.10
C 0.861 -0.390 -2.318 3.7 -0.3 0.4 -0.46
O 1.981 -0.855 -1.595 0.0 0.4 -0.1 -0.35
C -0.325 -1.061 0.400 0.0 -1.8 -0.4 -0.16
N -1.416 -0.160 0.876 3.0 -0.9 -1.0 -0.14
C -1.603 1.077 0.173 -4.0 -2.4 -0.8 -0.28
N -2.261 0.816 -1.185 0.8 1.5 0.5 0.01
H 2.347 -0.072 -0.487 -0.8 0.9 -1.0 0.01
H -1.785 -1.762 -1.143 -0.9 -0.2 0.3 0.05
H 0.493 -2.314 -2.717 -1.4 1.9 1.0 0.11
H 0.496 0.530 -1.776 -0.4 -0.6 -0.9 0.08
H 1.347 -0.084 -3.416 -2.1 -0.6 2.1 0.13
H 0.699 -0.578 0.301 -1.7 -0.2 -0.1 0.08
H -0.107 -1.888 1.209 -0.8 1.5 -1.3 0.13
H -2.263 -0.652 1.021 -0.8 -0.4 -0.1 0.10
H -0.729 1.673 0.193 0.8 0.7 -0.1 0.10
H -2.513 1.448 0.675 1.1 1.1 0.2 0.11
H -2.237 1.734 -1.663 -0.1 -0.8 0.0 0.06
H -1.703 0.185 -1.739 0.4 0.0 -0.3 0.00
H -0.495 -2.909 -0.684 0.0 -0.7 -0.5 0.07
H 1.963 1.554 -0.074 -0.2 0.3 -0.8 0.00
O 2.334 0.746 0.254 0.8 -0.7 1.0 -0.20
H 2.602 1.510 2.222 -2.0 -0.8 2.7 0.10
H 1.410 0.848 2.084 -0.7 -0.7 -0.2 -0.05
O 1.803 1.219 2.877 3.2 1.4 -2.4 -0.15
H -1.903 0.828 2.940 -2.6 -1.7 -0.4 -0.04
H -0.487 0.690 2.262 -2.7 1.4 2.3 0.06
O -1.086 1.224 2.936 4.9 1.2 -0.3 -0.11
```
Forces are in eV/Å.

Summary:
Total energy in a.u.: -628.33627
Energy relative to the best compared isomer or geometry (same formula, charge and spin) in kJ/mol: 174.00
E_LUMO in Ha: 0.128
Net charge: -1
Gap between HOMO and LUMO in eV: 7.6

=====

Entry 3:
Entry from the Open Molecules 2025 dataset: a structure of composition C46H32F6I4N4O7P3Pb in a non-equilibrium geometry (the ωB97M-V functional and the def2-TZVPD basis).

```
103
Properties=species:S:1:pos:R:3:forces:R:3:lowdin_spin:R:1
Pb -0.116 0.196 0.128 -3.5 1.8 6.9 0.02
I -5.358 7.619 -3.526 0.1 -0.2 0.1 0.00
C -4.528 5.953 -2.548 -0.5 -0.9 0.2 0.00
C -5.281 4.786 -2.358 0.2 1.0 -0.2 0.00
C -4.743 3.687 -1.701 0.8 0.3 0.0 0.00
C -3.404 3.651 -1.240 1.5 0.8 0.0 0.00
C -2.667 4.884 -1.444 -1.0 -1.2 -0.2 0.00
C -3.232 5.984 -2.066 0.5 0.6 -0.1 0.00
C -2.663 2.492 -0.583 1.8 5.9 1.8 -0.01
C -2.953 1.153 -0.784 -6.4 3.0 -0.1 0.02
C -4.150 0.574 -1.441 1.0 -1.7 0.5 0.05
C -4.086 -0.793 -1.308 2.4 1.6 0.5 0.01
C -2.794 -1.148 -0.744 -3.3 2.2 2.0 0.03
C -2.296 -2.408 -0.656 2.2 -1.7 5.4 0.01
C -3.170 -3.584 -1.050 0.0 0.1 -0.2 0.00
C -3.315 -4.662 -0.156 -0.6 -0.1 -0.6 0.00
C -4.134 -5.752 -0.476 0.1 0.3 -0.1 0.00
C -4.817 -5.779 -1.691 0.3 0.5 0.0 0.00
I -6.060 -7.416 -2.165 0.2 0.2 0.1 0.00
C -4.679 -4.722 -2.593 0.2 0.0 0.4 0.00
C -3.857 -3.631 -2.278 -0.1 -0.8 0.5 0.00
C -0.930 -2.731 -0.191 -5.5 -3.5 3.5 -0.18
N 0.099 -1.915 1.244 -8.5 -6.1 3.0 0.89
C 1.243 -2.655 0.456 -1.6 -3.4 5.4 0.02
C 2.378 -2.215 0.993 7.6 0.2 2.1 0.00
C 3.553 -3.133 1.203 -1.1 1.0 -0.3 0.00
C 3.412 -4.429 1.740 0.8 -0.1 0.0 0.00
C 4.522 -5.255 1.926 0.3 0.2 -0.3 0.00
C 5.800 -4.802 1.582 -0.6 0.2 0.0 0.00
I 7.474 -6.051 1.865 -0.2 0.1 0.0 0.00
C 5.961 -3.518 1.060 -0.2 0.1 0.1 0.00
C 4.852 -2.688 0.874 0.4 -0.8 0.3 0.00
C 2.460 -0.838 1.561 -0.5 -6.6 -1.2 0.00
C 3.423 -0.414 2.384 3.1 0.3 1.4 0.00
C 3.097 0.848 2.827 1.2 -0.1 0.6 0.00
C 1.921 1.200 2.304 -3.9 0.0 0.7 0.01
N 1.306 -0.246 1.663 1.4 8.6 2.5 0.01
C 1.215 2.490 2.562 0.4 -2.3 -0.2 0.01
C 0.106 2.850 1.876 -2.7 -0.7 3.8 -0.01
C -0.649 4.085 2.101 -0.7 -0.3 -1.3 0.01
C -1.667 4.087 1.207 1.6 0.3 0.2 0.00
C -1.572 2.838 0.418 -6.7 -3.1 0.7 0.02
N -1.258 1.723 1.518 6.4 5.0 -3.8 0.02
C 1.769 3.378 3.653 0.2 -0.2 -0.6 0.00
C 1.966 4.757 3.457 0.4 -0.1 0.9 0.00
C 2.469 5.560 4.492 -0.2 -0.5 0.0 0.00
C 2.772 4.992 5.732 -0.1 0.1 -0.5 0.00
I 3.523 6.206 7.289 -0.1 -0.2 -0.2 0.00
C 2.585 3.635 5.944 -0.4 -0.5 -0.6 0.00
C 2.079 2.818 4.913 0.3 1.6 0.0 0.00
C 0.972 -4.042 0.005 -2.5 -0.7 1.0 -0.05
C -0.344 -4.096 -0.331 0.7 2.1 0.9 0.00
N -2.273 0.539 0.043 -5.5 -11.2 4.8 0.01
H -6.304 4.757 -2.729 0.2 -0.1 0.1 0.00
H -5.412 2.874 -1.592 -0.2 -0.8 0.3 0.00
H -1.631 4.965 -1.149 0.0 -0.2 0.0 0.00
H -2.626 6.885 -2.215 -0.2 -0.4 0.1 0.00
H -5.009 0.986 -1.892 -0.3 1.1 -0.4 0.00
H -4.879 -1.437 -1.656 0.2 -0.2 0.0 0.00
H -2.810 -4.660 0.802 0.1 0.2 -0.1 0.00
H -4.239 -6.568 0.227 0.0 0.0 0.0 0.00
H -5.204 -4.741 -3.537 0.0 0.0 -0.1 0.00
H -3.758 -2.836 -3.002 0.1 0.0 0.1 0.00
H 2.442 -4.805 2.041 0.0 0.2 0.0 0.00
H 4.393 -6.246 2.340 0.0 0.0 0.0 0.00
H 6.949 -3.161 0.795 0.0 0.0 0.0 0.00
H 5.005 -1.701 0.458 -0.2 0.0 0.0 0.00
H 4.289 -0.966 2.716 0.1 0.0 -0.3 0.00
H 3.712 1.424 3.505 0.0 0.2 -0.2 0.00
H -0.498 4.864 2.838 0.2 -0.2 0.0 0.00
H -2.420 4.856 1.151 -0.2 -0.1 -0.4 0.00
H 1.754 5.219 2.504 0.1 -0.1 -0.1 0.00
H 2.619 6.617 4.323 0.0 0.0 0.0 0.00
H 2.814 3.189 6.901 0.0 0.0 0.0 0.00
H 1.933 1.776 5.109 -0.1 -0.4 -0.1 0.00
H 1.637 -4.889 -0.037 0.3 0.4 0.1 0.00
H -0.827 -4.996 -0.692 -0.1 0.3 -0.3 0.00
C -1.162 -2.342 -2.889 0.1 -0.1 -2.2 0.01
C 0.001 -1.381 -2.953 -0.2 -1.4 -1.2 0.00
O 0.669 -1.496 -4.243 0.2 0.1 0.9 0.00
P -0.453 0.375 -2.693 4.2 1.0 -3.7 0.00
O -1.207 0.837 -4.044 -0.9 -0.1 0.6 0.00
O 0.916 1.217 -2.852 -8.6 -0.6 -3.3 0.00
O -1.247 0.718 -1.475 2.2 1.9 -9.7 0.01
P 1.315 -1.664 -1.665 4.0 2.2 -8.7 0.02
O 1.844 -3.150 -2.000 0.0 0.6 -0.4 0.00
O 2.426 -0.709 -2.053 -0.9 -4.8 0.5 0.01
O 0.728 -1.686 -0.289 4.5 1.7 -9.0 0.08
H -1.895 -2.114 -3.670 0.2 0.1 -0.3 0.00
H -1.664 -2.286 -1.919 1.5 0.3 -3.2 0.00
H -0.826 -3.372 -3.046 0.2 0.1 0.0 0.00
H 1.584 -1.194 -4.051 -0.4 0.0 -0.3 0.00
H -1.480 1.766 -3.946 0.0 -0.3 -0.1 0.00
H 1.702 0.687 -2.511 -1.3 -1.0 -0.8 0.00
H 2.532 -3.356 -1.344 0.2 0.0 -0.4 0.00
F 1.565 1.165 -0.339 0.0 -1.8 -1.3 0.00
P 2.817 1.959 -0.820 3.9 2.5 0.3 0.00
F 2.639 1.281 -2.212 8.7 0.3 -0.1 0.00
F 2.037 2.918 0.129 0.1 4.4 1.7 0.00
F 3.682 0.733 -0.399 -0.5 -5.0 0.7 0.00
F 4.136 2.545 -0.231 3.1 4.7 0.8 0.00
F 2.842 3.113 -1.868 -0.1 5.3 -0.9 0.00
H 0.618 -0.029 -1.512 0.2 -1.2 1.4 0.00
```
Forces are in eV/Å.

Summary:
Total energy in a.u.: -5523.58362
Multiplicity: 2
⟨S²⟩: 0.8938
E_LUMO (spin up / spin down) in Ha: 0.105 / 0.105
Net charge: -2
Gap between HOMO and LUMO (spin up / spin down) in eV: 4.0 / 4.0

=====

Entry 4:
Entry from the Open Molecules 2025 dataset: a structure of composition C25H27KN7O6S (the ωB97M-V functional and the def2-TZVPD basis).

```
67
Properties=species:S:1:pos:R:3:forces:R:3:lowdin_charge:R:1
K -0.037 -0.472 1.149 0.0 0.0 0.0 0.77
O 2.462 0.336 0.099 0.0 0.0 0.0 0.02
C 3.596 0.266 0.792 0.1 0.0 0.0 -0.51
O 4.539 0.999 0.638 0.0 0.0 0.0 0.10
C 3.631 -0.885 1.780 0.0 0.0 0.0 -0.14
O 2.351 -1.344 2.099 0.0 -0.1 0.0 -0.21
C 2.384 -2.521 2.898 0.0 0.0 0.0 -0.12
C 0.979 -3.004 3.312 0.0 0.0 0.0 -0.69
O 0.980 -4.102 3.890 0.0 0.0 0.0 -0.03
O -0.001 -2.265 3.039 0.0 0.0 0.0 -0.13
H 2.510 1.053 -0.584 0.0 0.0 0.0 0.01
H 4.175 -0.539 2.666 0.0 0.0 0.0 0.14
H 4.239 -1.673 1.312 0.0 0.0 0.0 0.14
H 2.961 -2.338 3.814 0.0 0.0 0.0 0.13
H 2.874 -3.331 2.348 0.0 0.0 0.0 0.13
C 0.003 4.401 -0.152 0.0 0.0 0.0 -0.05
C 0.014 3.106 0.606 0.1 0.0 0.0 -0.30
N -0.765 2.121 0.380 0.0 0.0 0.0 0.02
N -1.753 2.290 -0.558 0.0 -0.1 0.0 0.05
C -2.030 1.172 -1.182 0.0 0.0 0.0 -0.48
O -1.400 0.061 -1.101 0.0 0.0 0.0 -0.19
C -3.202 1.237 -2.124 0.0 0.0 0.0 -0.14
C -3.576 0.092 -2.818 0.0 0.0 0.0 -0.03
C -4.655 0.115 -3.692 0.0 0.0 0.0 -0.10
C -5.369 1.289 -3.883 0.0 0.0 0.0 -0.11
C -5.000 2.438 -3.193 0.0 0.0 0.0 -0.10
C -3.925 2.413 -2.320 0.0 0.0 0.0 -0.04
C 1.051 2.891 1.655 -0.1 -0.1 0.0 -0.23
C 2.156 3.735 1.756 0.0 0.0 0.0 -0.01
C 3.121 3.473 2.714 0.0 0.0 0.0 -0.07
C 2.958 2.387 3.555 0.0 0.0 0.0 -0.07
C 1.829 1.597 3.382 0.0 0.0 0.0 -0.14
N 0.902 1.834 2.463 0.1 0.1 0.1 0.08
H -0.919 4.473 -0.720 0.0 0.0 0.0 0.06
H 0.838 4.428 -0.857 0.0 0.0 0.0 0.06
H 0.096 5.257 0.520 0.0 0.0 0.0 0.08
H -3.005 -0.812 -2.655 0.0 0.0 0.0 0.11
H -4.937 -0.784 -4.225 0.0 0.0 0.0 0.09
H -6.209 1.311 -4.567 0.0 0.0 0.0 0.09
H -5.553 3.358 -3.341 0.0 0.0 0.0 0.09
H -3.623 3.298 -1.777 0.0 0.0 0.0 0.10
H 2.269 4.567 1.076 0.0 0.0 0.0 0.10
H 4.000 4.102 2.788 0.0 0.0 0.0 0.11
H 3.689 2.140 4.313 0.0 0.0 0.0 0.10
H 1.666 0.719 4.000 0.0 0.0 0.0 0.12
S 1.950 2.056 -2.511 0.0 0.0 0.0 0.63
C 1.799 0.477 -3.075 0.0 0.0 0.0 -0.83
N 0.782 -0.317 -2.608 0.0 0.1 0.0 0.09
C 0.652 -1.609 -2.925 0.0 0.0 0.0 -0.06
C 1.543 -2.183 -3.787 0.0 0.0 0.0 -0.05
C 2.521 -1.326 -4.305 0.0 0.0 0.0 -0.14
N 2.657 -0.061 -3.979 0.0 0.0 0.0 0.06
H 0.050 0.072 -1.969 0.0 0.0 0.0 0.09
H -0.160 -2.134 -2.443 0.0 0.0 0.0 0.09
H 1.485 -3.227 -4.051 0.0 0.0 0.0 0.10
H 3.242 -1.704 -5.025 0.0 0.0 0.0 0.11
C -1.939 -4.676 2.238 0.0 0.0 0.0 -0.04
N -2.103 -3.670 1.181 0.0 0.0 0.0 -0.18
C -2.797 -2.443 1.580 0.0 0.0 0.0 -0.05
C -1.089 -3.517 0.339 0.0 0.0 0.0 -0.32
N -0.245 -3.394 -0.444 0.0 0.0 0.0 0.17
H -2.934 -4.954 2.589 0.0 0.0 0.0 0.08
H -1.331 -4.289 3.057 0.0 0.0 0.0 0.07
H -1.455 -5.555 1.819 0.0 0.0 0.0 0.09
H -3.824 -2.699 1.843 0.0 0.0 0.0 0.09
H -2.819 -1.750 0.739 0.0 0.0 0.0 0.08
H -2.296 -1.993 2.440 0.0 0.0 0.0 0.07
```
Forces are in eV/Å.

Summary:
Total energy in a.u.: -2801.89441
Energy relative to the best compared isomer or geometry (same formula, charge and spin) in kJ/mol: 0.00
E_LUMO in Ha: 0.088
Net charge: -1
Gap between HOMO and LUMO in eV: 7.6